1.
The following is a quantum chemistry calculation of C4H9NO2 in the gas phase, from the OMol25 dataset.

SMILES string: C[C@@H](O)CC(N)=O
Orbital gap, eV: 10.55
Energy relative to the best compared isomer or geometry (same formula, charge and spin), kcal per mole: 9.31

The geometry in ORCA input format:
```
! RIJCOSX wB97M-V def2-TZVPD def2/J DEFGRID3
* xyz 0 1
C 1.376 -0.803 1.479
C 0.577 -0.642 0.197
O -0.638 -1.370 0.371
C 0.299 0.840 -0.099
C -0.622 1.048 -1.292
N -1.949 0.863 -1.019
O -0.217 1.360 -2.398
H 0.805 -0.401 2.324
H 2.329 -0.267 1.417
H 1.576 -1.860 1.672
H 1.144 -1.068 -0.644
H -0.953 -1.631 -0.503
H -0.144 1.296 0.795
H 1.238 1.351 -0.325
H -2.595 0.907 -1.794
H -2.227 0.379 -0.178
*
```

2.
The following is a quantum chemistry calculation of C20H21ClN2O4S in the gas phase in a non-equilibrium geometry, from the OMol25 dataset.

SMILES string: COc1cc(CN2CC(=O)N(c3cc(Cl)ccc3C)C2=S)cc(OC)c1OC
Orbital gap, eV: 8.59
Energy relative to the best compared isomer or geometry (same formula, charge and spin), kcal per mole: 498.66

The geometry in ORCA input format:
```
! RIJCOSX wB97M-V def2-TZVPD def2/J DEFGRID3
* xyz 0 1
C 5.046 3.431 0.851
O 4.042 3.233 -0.372
C 3.390 2.135 -0.179
C 2.547 1.857 -1.065
C 1.601 0.867 -1.425
C 0.531 0.883 -2.650
N -0.725 0.642 -1.762
C -1.264 1.781 -0.896
C -2.451 1.166 -0.287
O -3.253 1.394 0.459
N -2.533 -0.099 -0.823
C -3.276 -1.308 -0.205
C -2.723 -2.261 0.519
C -3.431 -3.600 0.692
Cl -2.864 -4.640 1.578
C -4.998 -3.352 0.593
C -5.543 -2.070 -0.174
C -4.645 -1.319 -0.477
C -5.251 0.113 -1.192
C -1.333 -0.510 -1.761
S -1.031 -1.786 -2.265
C 1.887 -0.286 -0.613
C 2.798 -0.287 0.383
O 3.067 -1.262 1.476
C 2.053 -2.345 1.222
C 3.517 1.142 0.753
O 4.615 0.908 1.672
C 3.834 0.780 2.955
H 5.738 2.567 0.723
H 4.633 3.337 1.826
H 5.500 4.354 0.448
H 2.499 2.762 -1.855
H 0.635 1.616 -3.203
H 0.634 0.051 -2.863
H -0.476 2.094 -0.362
H -1.522 2.655 -1.432
H -1.657 -2.540 0.642
H -5.586 -3.994 0.857
H -6.558 -2.191 -0.187
H -4.780 0.262 -2.142
H -5.205 0.770 -0.613
H -6.251 -0.240 -1.648
H 1.225 -1.137 -0.688
H 2.433 -2.753 0.395
H 1.193 -2.175 1.300
H 2.547 -2.996 1.843
H 4.733 1.012 3.624
H 3.378 -0.108 3.128
H 3.282 1.448 3.200
*
```

3.
The following is a quantum chemistry calculation of a gas-phase ion, C18H34N3O2 (charge +1), from the OMol25 dataset.

SMILES string: CCCCOCCC[NH2+]Cc1cccn1CCN1CCOCC1
Orbital gap, eV: 9.41
Energy relative to the best compared isomer or geometry (same formula, charge and spin), kcal per mole: 3.54

The geometry in ORCA input format:
```
! RIJCOSX wB97M-V def2-TZVPD def2/J DEFGRID3
* xyz 1 1
C 2.676 -1.686 -6.129
C 1.946 -1.568 -4.798
C 2.694 -2.294 -3.681
C 1.969 -2.188 -2.341
O 1.743 -0.852 -1.906
C 2.898 -0.165 -1.438
C 2.493 1.242 -1.000
C 1.502 1.221 0.160
N 0.228 0.590 -0.257
C -0.725 1.539 -0.905
C -1.194 2.549 0.074
C -0.777 3.851 0.230
C -1.473 4.388 1.325
C -2.284 3.397 1.805
N -2.119 2.279 1.049
C -2.815 1.044 1.290
C -2.119 0.163 2.344
N -1.027 -0.635 1.773
C -1.495 -1.893 1.163
C -1.852 -2.963 2.203
O -0.773 -3.203 3.073
C -0.396 -2.027 3.749
C 0.033 -0.954 2.743
H 2.777 -2.729 -6.417
H 3.672 -1.252 -6.062
H 2.128 -1.166 -6.910
H 1.837 -0.513 -4.534
H 0.944 -1.992 -4.893
H 2.782 -3.353 -3.924
H 3.705 -1.893 -3.593
H 0.966 -2.616 -2.432
H 2.521 -2.734 -1.565
H 3.648 -0.096 -2.232
H 3.338 -0.721 -0.598
H 3.390 1.780 -0.695
H 2.062 1.768 -1.853
H 1.921 0.644 0.986
H 1.291 2.232 0.513
H 0.509 -0.152 -0.934
H -0.285 0.136 0.594
H -0.224 2.044 -1.731
H -1.549 0.950 -1.313
H -0.070 4.366 -0.390
H -1.389 5.384 1.709
H -2.978 3.414 2.622
H -3.813 1.291 1.662
H -2.937 0.497 0.353
H -1.704 0.819 3.113
H -2.875 -0.471 2.817
H -2.360 -1.692 0.530
H -0.681 -2.278 0.541
H -2.063 -3.910 1.705
H -2.742 -2.665 2.777
H 0.441 -2.298 4.394
H -1.223 -1.660 4.374
H 0.336 -0.043 3.261
H 0.884 -1.347 2.178
*
```

4.
The following is a quantum chemistry calculation of C10H14O3 in the gas phase in a non-equilibrium geometry, from the OMol25 dataset.

SMILES string: CCCCc1ccc(O)c(O)c1O
Orbital gap, eV: 8.78
Energy relative to the best compared isomer or geometry (same formula, charge and spin), kcal per mole: 50.64

The geometry in ORCA input format:
```
! RIJCOSX wB97M-V def2-TZVPD def2/J DEFGRID3
* xyz 0 1
C 2.227 -0.449 1.414
C 2.609 -1.628 0.610
C 1.974 -1.504 -0.743
C 0.340 -1.694 -0.677
C -0.493 -0.325 -0.581
C -0.363 0.666 -1.554
C -1.162 1.788 -1.605
C -1.933 2.142 -0.584
O -2.746 3.248 -0.425
C -2.164 1.061 0.400
O -3.039 1.277 1.444
C -1.516 -0.160 0.402
O -1.462 -0.986 1.555
H 1.132 -0.445 1.768
H 2.431 0.434 0.945
H 2.680 -0.537 2.454
H 2.074 -2.506 1.076
H 3.696 -1.829 0.558
H 2.325 -2.267 -1.654
H 1.893 -0.300 -1.073
H 0.012 -2.240 0.137
H 0.185 -2.146 -1.630
H 0.309 0.410 -2.356
H -1.090 2.583 -2.394
H -2.389 3.801 -1.112
H -3.704 1.994 1.375
H -1.827 -0.389 2.247
*
```

5.
The following is a quantum chemistry calculation of 2 unconnected molecules or ions with the total composition C4H12O in a non-equilibrium geometry, from the OMol25 dataset.

Expectation value of S²: 0.754
Orbital gap (spin up / spin down), eV: 11.15 / 4.96
Energy relative to the best compared isomer or geometry (same formula, charge and spin), kcal per mole: 4.56

The geometry in ORCA input format:
```
! RIJCOSX wB97M-V def2-TZVPD def2/J DEFGRID3
* xyz 1 2
C 0.405 -0.902 -2.421
C 1.318 -1.005 -1.227
H -0.593 -1.317 -2.245
H 0.245 0.147 -2.662
H 0.844 -1.325 -3.313
H 0.928 -0.555 -0.311
H 2.236 -0.430 -1.357
H 1.655 -2.016 -0.977
C -0.544 1.200 2.121
C -1.544 0.689 0.990
O 0.690 0.672 1.845
H -0.395 2.251 1.879
H -0.844 1.008 3.143
H -0.993 0.231 0.176
H 0.914 -0.172 2.299
H -2.092 1.546 0.607
H -2.229 -0.020 1.451
*
```

6.
The following is a quantum chemistry calculation of a molecular structure, C4H3N2O5 in a non-equilibrium geometry, from the OMol25 dataset.

Orbital gap, eV: 6.63
Energy relative to the best compared isomer or geometry (same formula, charge and spin), kcal per mole: 110.34

The geometry in ORCA input format:
```
! RIJCOSX wB97M-V def2-TZVPD def2/J DEFGRID3
* xyz -1 1
C 0.292 0.400 -0.831
C 1.110 0.096 0.205
C -2.488 0.912 -1.281
C -0.917 -0.186 0.834
N -0.993 0.228 -0.414
N -1.616 -2.787 0.975
O -3.343 0.913 -0.476
O -2.119 1.176 -2.366
O -2.114 -3.177 2.053
O -1.000 -3.582 0.232
O 0.343 -0.267 1.270
H 0.513 0.732 -1.823
H 2.174 0.096 0.328
H -1.738 -0.400 1.482
*
```

7.
The following is a quantum chemistry calculation of 3 unconnected molecules or ions with the total composition C33H62Br2Cl2FIN3O5PS, from the OMol25 dataset.

Expectation value of S²: 2.008
Orbital gap (spin up / spin down), eV: 7.97 / 9.17

The geometry in ORCA input format:
```
! RIJCOSX wB97M-V def2-TZVPD def2/J DEFGRID3
* xyz 0 3
C 1.337 3.501 -4.396
C 1.134 2.753 -3.068
C -0.059 3.348 -2.320
C 2.439 2.841 -2.261
C 2.742 1.678 -1.280
Cl 3.584 0.410 -2.248
O 1.500 1.181 -0.861
C 1.176 -0.008 -0.168
S 1.255 0.289 1.645
C -0.273 -0.295 -0.657
C -1.146 -0.978 0.360
O -1.079 -2.111 0.670
Cl -2.367 0.073 1.068
P 2.099 -1.590 -0.525
O 1.894 -2.203 -1.860
C 3.819 2.190 -0.261
F 4.706 1.174 0.092
N 3.448 2.833 0.998
C 2.288 3.718 0.855
C 1.540 4.094 2.164
C 2.069 3.510 3.472
I -0.565 3.661 1.952
C 4.719 3.381 1.538
Br 4.699 5.324 1.779
C 5.392 2.628 2.745
C 4.802 1.262 3.109
Br 5.591 3.644 4.407
H 2.136 3.047 -4.990
H 1.601 4.548 -4.210
H 0.419 3.486 -4.992
H 0.930 1.705 -3.316
H 0.150 4.393 -2.057
H -0.955 3.345 -2.950
H -0.288 2.818 -1.394
H 2.467 3.794 -1.722
H 3.271 2.860 -2.969
H 1.603 -0.961 1.978
H -0.230 -0.959 -1.530
H -0.708 0.663 -0.938
H 3.422 -1.372 -0.115
H 1.562 -2.356 0.520
H 4.397 2.886 -0.894
H 2.552 4.647 0.333
H 1.584 3.202 0.201
H 1.538 5.182 2.239
H 2.636 2.596 3.306
H 2.703 4.241 3.979
H 1.252 3.271 4.158
H 5.462 3.320 0.739
H 6.434 2.503 2.448
H 4.216 1.317 4.029
H 5.612 0.550 3.290
H 4.153 0.887 2.326
C -6.807 4.197 5.826
C -5.636 4.298 4.830
C -6.108 4.075 3.390
C -6.479 2.625 3.086
C -5.334 1.680 3.447
C -4.854 1.839 4.892
N -4.561 3.293 5.126
O -3.409 3.641 4.677
C -5.891 1.288 5.879
C -3.559 1.065 5.107
C -5.020 5.686 4.966
H -7.610 3.549 5.481
H -6.467 3.838 6.797
H -7.238 5.186 5.976
H -5.305 4.383 2.713
H -6.956 4.738 3.202
H -7.391 2.339 3.618
H -6.706 2.528 2.023
H -5.630 0.639 3.296
H -4.489 1.872 2.777
H -5.603 1.517 6.905
H -5.925 0.204 5.774
H -6.899 1.657 5.714
H -2.792 1.354 4.394
H -3.764 0.000 4.987
H -3.171 1.232 6.113
H -4.633 5.840 5.975
H -5.796 6.428 4.775
H -4.208 5.840 4.261
C 0.782 -5.532 -3.172
C 1.930 -5.574 -4.201
C 1.493 -4.976 -5.541
C 0.523 -5.864 -6.318
C 1.090 -7.271 -6.498
C 1.506 -7.925 -5.177
N 2.412 -6.973 -4.455
O 3.627 -7.028 -4.865
C 0.276 -8.303 -4.342
C 2.289 -9.205 -5.442
C 3.085 -4.769 -3.622
H -0.206 -5.567 -3.628
H 0.862 -6.353 -2.460
H 0.846 -4.598 -2.614
H 2.386 -4.809 -6.152
H 1.051 -3.996 -5.346
H -0.447 -5.906 -5.816
H 0.337 -5.422 -7.299
H 0.362 -7.922 -6.989
H 1.966 -7.222 -7.152
H 0.576 -8.649 -3.352
H -0.243 -9.121 -4.842
H -0.440 -7.496 -4.220
H 3.143 -9.031 -6.090
H 1.626 -9.926 -5.923
H 2.651 -9.637 -4.508
H 3.435 -5.212 -2.688
H 2.728 -3.764 -3.406
H 3.929 -4.704 -4.306
*
```

8.
The following is a quantum chemistry calculation of 6 unconnected molecules or ions with the total composition H11O6 in a non-equilibrium geometry, from the OMol25 dataset.

Expectation value of S²: 0.756
Orbital gap (spin up / spin down), eV: 10.77 / 5.95
Energy relative to the best compared isomer or geometry (same formula, charge and spin), kcal per mole: 27.57

The geometry in ORCA input format:
```
! RIJCOSX wB97M-V def2-TZVPD def2/J DEFGRID3
* xyz 0 2
O 0.994 -0.350 -0.895
H 0.555 0.230 -0.274
O 1.383 1.350 -2.661
H 1.321 2.275 -2.342
H 1.352 0.635 -1.972
O 3.729 0.380 -0.410
H 3.249 1.235 -0.242
H 3.084 -0.236 -0.424
O -2.846 0.265 3.761
H -3.219 1.046 3.412
H -2.500 -0.338 3.070
O -1.626 -1.025 1.350
H -1.462 -1.127 0.394
H -0.868 -0.770 1.857
O -1.181 -1.433 -1.226
H -1.692 -1.154 -2.077
H -0.271 -0.983 -1.321
*
```

9.
The following is a quantum chemistry calculation of a molecular structure, C3H3ClS in a non-equilibrium geometry, from the OMol25 dataset.

Orbital gap, eV: 8.40
Energy relative to the best compared isomer or geometry (same formula, charge and spin), kcal per mole: 51.05

The geometry in ORCA input format:
```
! RIJCOSX wB97M-V def2-TZVPD def2/J DEFGRID3
* xyz 0 1
C 0.425 1.497 0.107
C 0.068 0.423 -0.301
C -0.575 -0.787 -0.687
S -2.644 -1.046 0.244
Cl -3.266 0.841 -0.365
H 0.599 2.525 0.407
H -0.104 -1.660 -0.242
H -1.080 -0.603 -1.693
*
```

10.
The following is a quantum chemistry calculation of a molecular structure, C3BrFN2 in a non-equilibrium geometry, from the OMol25 dataset.

Orbital gap (spin up / spin down), eV: 7.54 / 7.66
Energy relative to the best compared isomer or geometry (same formula, charge and spin), kcal per mole: 99.80

The geometry in ORCA input format:
```
! RIJCOSX wB97M-V def2-TZVPD def2/J DEFGRID3
* xyz 0 1
C 0.042 -1.492 0.375
C 0.403 2.258 0.326
C -0.516 -0.696 -0.550
N 0.401 -2.377 1.004
N 1.523 2.267 0.577
F -0.614 -0.673 -1.844
Br -1.238 0.713 0.113
*
```

11.
The following is a quantum chemistry calculation of a molecular structure, C19H35IrN6O4, from the OMol25 dataset.

Expectation value of S²: 0.754
Orbital gap (spin up / spin down), eV: 9.17 / 5.04
Energy relative to the best compared isomer or geometry (same formula, charge and spin), kcal per mole: 0.00

The geometry in ORCA input format:
```
! RIJCOSX wB97M-V def2-TZVPD def2/J DEFGRID3
* xyz 3 2
Ir 0.128 0.610 0.362
C -2.164 0.402 2.230
C -2.232 -0.731 1.221
N -1.691 -0.300 -0.109
C -2.558 0.623 -0.907
C -2.333 2.067 -0.500
N -0.873 2.325 -0.280
C -0.629 3.293 0.834
C -1.016 2.653 2.167
N -0.863 1.149 2.101
H -2.985 1.100 2.090
H -2.266 0.001 3.238
H -1.603 -1.559 1.549
H -3.260 -1.087 1.126
H -1.590 -1.147 -0.655
H -2.280 0.488 -1.953
H -3.612 0.359 -0.804
H -2.725 2.736 -1.266
H -2.863 2.306 0.417
H -0.496 2.741 -1.125
H 0.434 3.527 0.814
H -1.190 4.216 0.675
H -0.372 3.042 2.952
H -2.040 2.887 2.451
H -0.270 0.877 2.883
C 0.862 0.968 -2.600
N 1.300 0.131 -1.449
C 2.735 0.523 -1.207
C 1.435 -1.292 -1.902
C 0.215 -2.105 -2.321
N -0.329 -3.061 -1.358
C -1.542 -3.759 -1.729
C 0.482 -3.599 -0.288
H 1.504 0.789 -3.465
H 0.964 2.017 -2.335
H -0.169 0.751 -2.874
H 3.310 0.364 -2.121
H 3.161 -0.087 -0.416
H 2.785 1.572 -0.934
H 2.000 -1.820 -1.138
H 2.082 -1.264 -2.782
H 0.540 -2.745 -3.157
H -0.611 -1.517 -2.728
H -1.263 -4.633 -2.337
H -2.188 -3.122 -2.331
H -2.048 -4.131 -0.839
H 1.353 -4.107 -0.724
H -0.097 -4.315 0.289
H 0.851 -2.791 0.351
O 1.252 -0.787 1.411
C 2.086 0.126 1.802
O 1.837 1.277 1.300
C 3.194 -0.115 2.702
C 3.406 -1.382 3.255
C 4.474 -1.587 4.112
C 5.333 -0.533 4.419
C 5.099 0.709 3.860
C 4.047 0.949 3.006
N 6.008 1.839 4.182
O 6.931 1.602 4.918
O 5.730 2.910 3.685
H 2.734 -2.195 3.017
H 4.646 -2.561 4.547
H 6.176 -0.663 5.084
H 3.907 1.938 2.596
*
```

12.
The following is a quantum chemistry calculation of 2 unconnected molecules or ions with the total composition C4H5BrO in a non-equilibrium geometry, from the OMol25 dataset.

Expectation value of S²: 2.010
Orbital gap (spin up / spin down), eV: 6.89 / 6.97
Energy relative to the best compared isomer or geometry (same formula, charge and spin), kcal per mole: 17.92

The geometry in ORCA input format:
```
! RIJCOSX wB97M-V def2-TZVPD def2/J DEFGRID3
* xyz 0 3
C -0.695 -1.761 0.130
C -1.676 -1.354 -0.637
C 0.702 0.682 0.525
C 1.902 0.766 -0.053
O 0.014 -2.212 0.962
Br 3.505 -0.357 -0.098
H -1.629 -0.652 -1.497
H -2.623 -1.970 -0.509
H 0.008 1.386 0.141
H 0.409 -0.161 1.082
H 2.078 1.588 -0.749
*
```